This record from OMol25 describes a structure of composition C53H75AsCrGe2N4Si2. The level of theory is the ωB97M-V functional and the def2-TZVPD basis.

The geometry in XYZ format:
```
138
Properties=species:S:1:pos:R:3:mulliken_charge:R:1
Cr -0.800 0.241 0.160 -0.813
C 2.076 2.199 4.033 -1.229
C 1.231 2.280 2.752 -0.427
Ge -0.199 0.882 2.521 1.411
C -1.675 1.455 3.743 0.009
C -1.255 2.319 4.938 -1.705
C 0.557 -0.597 3.637 -0.485
C 1.393 -1.590 3.306 0.771
Ge 2.121 -1.658 1.486 1.006
C 2.046 -3.226 0.290 1.208
C 2.520 -4.615 0.735 -1.578
C 4.032 -1.190 1.672 -0.795
C 4.943 -2.247 2.317 -1.098
C 1.968 -2.512 4.321 -0.939
C 2.002 -3.895 4.139 0.578
C 2.601 -4.733 5.070 -1.136
C 3.192 -4.203 6.210 -0.428
C 3.153 -2.831 6.415 -0.761
C 2.543 -1.998 5.485 -0.426
H 2.875 2.952 4.029 0.352
H 2.549 1.216 4.130 0.062
H 1.476 2.364 4.932 0.220
H 1.886 2.177 1.885 0.270
H 0.757 3.263 2.664 0.353
H -2.161 0.541 4.090 0.361
H -2.427 1.986 3.151 -0.128
H -0.568 1.780 5.600 0.260
H -2.124 2.614 5.541 0.374
H -0.750 3.235 4.612 0.344
H 0.240 -0.576 4.690 0.204
H 2.650 -2.876 -0.554 0.210
H 1.018 -3.280 -0.068 -1.206
H 3.459 -4.582 1.291 0.240
H 2.675 -5.260 -0.137 0.388
H 1.780 -5.109 1.364 0.393
H 4.062 -0.262 2.251 0.381
H 4.383 -0.938 0.667 0.468
H 4.608 -2.511 3.325 0.163
H 5.974 -1.884 2.395 0.403
H 4.968 -3.168 1.729 0.265
H 1.535 -4.314 3.257 0.557
H 2.602 -5.804 4.907 0.386
H 3.679 -4.853 6.928 0.362
H 3.602 -2.405 7.304 0.385
H 2.523 -0.925 5.644 0.337
C -3.347 3.064 -1.681 -0.742
Si -4.133 1.834 -0.476 0.781
C -5.022 3.073 0.686 -1.640
C -5.585 0.993 -1.369 -1.432
N -3.067 0.658 0.162 0.974
C -3.419 -0.113 1.256 0.623
C -4.561 0.059 2.064 -0.534
C -4.767 -0.652 3.246 -1.059
C -3.837 -1.587 3.661 -1.105
C -2.748 -1.853 2.827 0.099
C -2.552 -1.196 1.614 -0.644
N -1.575 -1.604 0.665 1.162
Si -1.811 -3.227 0.220 0.430
C -1.264 -3.644 -1.541 -1.117
C -0.957 -4.512 1.330 -0.914
C -3.645 -3.680 0.230 -1.354
H -3.881 3.086 -2.640 0.376
H -2.299 2.848 -1.886 -0.184
H -3.394 4.069 -1.250 0.492
H -5.944 3.403 0.191 0.416
H -4.394 3.954 0.849 0.376
H -5.297 2.689 1.671 0.414
H -6.087 1.690 -2.053 0.373
H -6.328 0.646 -0.639 0.263
H -5.257 0.118 -1.942 0.291
H -5.310 0.776 1.758 0.311
H -5.649 -0.449 3.845 0.293
H -3.959 -2.122 4.596 0.294
H -2.031 -2.623 3.107 -0.110
H -1.656 -2.916 -2.260 0.080
H -1.667 -4.631 -1.796 0.545
H -0.175 -3.689 -1.660 0.188
H -0.168 -4.028 1.912 -0.174
H -0.507 -5.325 0.747 0.437
H -1.667 -4.952 2.038 0.455
H -4.223 -2.866 -0.227 0.251
H -4.023 -3.805 1.249 0.329
H -3.838 -4.603 -0.330 0.428
C -2.389 1.558 -7.840 -1.548
C -1.671 1.631 -6.517 0.597
C -0.494 2.354 -6.371 -0.990
C 0.194 2.404 -5.163 0.904
C 1.461 3.238 -5.134 -1.528
C -0.287 1.708 -4.031 0.664
As 0.850 2.068 -2.395 0.750
N -0.282 1.938 -0.917 1.383
C -0.394 3.186 -0.269 0.383
C -1.390 3.354 0.724 1.223
C -1.572 4.536 1.418 -0.845
C -0.773 5.649 1.173 -1.155
C 0.211 5.522 0.203 -0.859
C 0.403 4.337 -0.497 -0.755
C 2.249 0.667 -2.772 0.052
C 3.546 1.208 -2.823 1.084
C 3.889 2.638 -2.448 -1.918
C 4.630 0.399 -3.175 -0.917
C 4.489 -0.948 -3.444 0.883
C 5.677 -1.821 -3.760 -1.604
C 3.213 -1.487 -3.352 -1.037
C 2.107 -0.712 -3.022 0.571
C 0.789 -1.410 -2.935 -0.660
C -1.492 0.993 -4.173 0.402
C -2.166 0.202 -3.077 -0.416
C -2.151 0.968 -5.404 -1.335
H -1.959 2.261 -8.555 0.333
H -3.451 1.789 -7.728 0.348
H -2.314 0.555 -8.268 0.300
H -0.104 2.906 -7.222 0.218
H 1.676 3.626 -6.132 0.409
H 2.320 2.655 -4.798 0.014
H 1.358 4.077 -4.444 0.276
H -2.052 2.524 0.925 -0.785
H -2.357 4.584 2.168 0.428
H -0.906 6.573 1.723 0.282
H 0.861 6.365 -0.016 0.357
H 1.209 4.300 -1.208 0.147
H 3.097 3.109 -1.877 0.085
H 4.087 3.243 -3.338 0.332
H 4.792 2.638 -1.833 0.522
H 5.621 0.847 -3.211 0.279
H 6.594 -1.232 -3.815 0.368
H 5.546 -2.343 -4.712 0.321
H 5.812 -2.581 -2.986 0.319
H 3.068 -2.549 -3.538 0.303
H 0.903 -2.481 -3.101 0.539
H 0.120 -1.014 -3.687 0.337
H 0.331 -1.275 -1.957 -0.315
H -1.741 0.385 -2.100 -0.867
H -2.120 -0.869 -3.285 0.567
H -3.219 0.464 -3.028 0.437
H -3.080 0.407 -5.477 0.439
N 2.201 0.662 0.058 -0.234
C 1.387 -0.146 0.416 -0.323
```

Highest occupied orbital energy (spin up / spin down) (eV): -1.0 / -1.5
2S+1: 5
DFT total energy (hartree): -10296.746619
F_max (eV/A): 0.787
Molar mass (g/mol): 1096.52
Net charge: -2